The following is a quantum chemistry calculation of a structure of composition C3H6N2O2 in a non-equilibrium geometry, from the OMol25 dataset.

Structure (XYZ):
```
13
Properties=species:S:1:pos:R:3:forces:R:3
C -0.8480 0.2398 -0.3315 -6.0465 -1.3976 1.8642
N -0.0421 -0.2318 0.7702 -0.3568 2.3711 -2.5447
C 1.1355 0.3134 0.1616 5.3009 -1.4638 2.0517
C 1.8429 0.1932 -0.9950 -2.1903 0.2742 0.7690
O -0.0447 -1.6406 0.9183 -0.0800 0.1194 -0.3229
N -2.4238 -0.0145 0.5523 0.0782 1.1973 -0.3043
O -3.0587 0.9594 0.8382 1.5439 -1.3499 -0.9302
H -0.5944 -1.7275 1.7165 0.2575 -0.0968 -0.3655
H -0.9772 -0.4554 -1.1602 0.3334 0.1856 -0.1313
H -0.9819 1.3030 -0.5230 0.9062 -0.1551 0.1734
H 1.7583 0.6180 1.0049 0.2804 0.5559 -0.2388
H 1.3611 -0.0876 -1.9230 0.2437 -0.4033 -0.0884
H 2.8730 0.5305 -1.0294 -0.2707 0.1631 0.0678
```
Forces are in eV/Å.

The value obtained for the frontier orbital gap (alpha / beta) is 8.27 / 8.27 eV. The total energy is -377.641828 a.u. The value obtained for the energy above the lowest of the compared OMol25 structures with the same formula, charge and spin is 199.2 kcal per mole. For the HOMO energy (alpha / beta), the calculation gives -0.2953 / -0.2953 hartree. As for the net charge: 0. The value obtained for the lowest unoccupied orbital energy (alpha / beta) is 0.237 / 0.235 eV.